1.
Computed, not measured: a 2-piece molecular cluster, C3H4BrN overall at a distorted geometry, with ωB97M-V/def2-TZVPD.

```
9
Properties=species:S:1:pos:R:3:forces:R:3:nbo_charge:R:1
C -0.60317 1.32888 -0.17085 -0.1 -1.1 -0.2 0.174
C 1.04742 -0.70288 0.44655 3.5 1.5 4.5 -0.571
C -0.69492 -0.03857 -0.58415 -5.1 3.3 1.2 -0.265
N -0.44008 2.42252 0.18887 0.0 -0.4 -0.1 -0.251
Br -2.19538 -1.01756 0.07503 0.8 0.5 -0.3 0.137
H 1.38599 0.25415 0.86955 0.0 -0.4 -0.1 0.174
H 1.53095 -0.85089 -0.45007 0.3 -1.3 -1.8 0.191
H 0.43015 -1.17235 1.17769 -0.3 -1.1 -0.5 0.202
H -0.46096 -0.22330 -1.55261 0.9 -1.0 -2.6 0.208
```
Forces are in eV/Å.

Calculated values
**E**: -74702.06250 eV
**E_HOMO (alpha / beta)**: -0.2436 / -0.4169 Eh
**Gap between HOMO and LUMO (alpha / beta)**: 6.896 / 8.413 eV
**Spin multiplicity**: 3

2.
Computed, not measured: C5H9FO in the gas phase at a distorted geometry, with ωB97M-V/def2-TZVPD.

```
16
Properties=species:S:1:pos:R:3:forces:R:3:nbo_charge:R:1
C -2.17511 0.73085 0.84831 6.0 4.5 1.8 -0.223
O -1.55176 -0.37035 0.35779 1.0 -0.5 -2.4 -0.520
C -0.30999 -0.25219 -0.31058 -0.7 1.0 2.5 0.200
C -0.18489 -1.54892 -0.92343 1.7 -3.3 -3.4 -0.657
C 0.73832 0.54945 0.06136 -1.6 -0.2 -1.3 0.304
C 2.20057 0.45807 -0.17032 3.1 -0.7 0.3 -0.692
F 0.58150 1.66213 0.87728 -0.5 -1.0 -0.4 -0.349
H -1.72609 0.79927 1.87593 -1.2 0.6 -0.3 0.168
H -1.85400 1.78255 0.36760 -0.7 -2.4 0.6 0.167
H -3.15838 0.68689 0.83407 -4.6 -0.7 0.0 0.175
H -0.92294 -2.02397 -1.72340 0.8 2.0 1.7 0.238
H -0.30938 -2.29536 -0.06900 1.0 0.6 -1.2 0.236
H 0.79605 -1.53217 -1.58567 -1.5 -0.7 1.9 0.218
H 2.61241 1.52807 -0.48359 -0.8 -2.2 1.3 0.242
H 2.83024 -0.26717 -0.99952 -2.6 1.6 2.6 0.252
H 2.43345 0.09285 1.04317 0.5 1.3 -3.6 0.241
```
Forces are in eV/Å.

Calculated values
**E**: -10091.64394 eV
**E_HOMO**: -0.3105 Eh
**SMILES**: CO/C(C)=C(/C)F
**Gap between HOMO and LUMO**: 9.351 eV
**Spin multiplicity**: 1

3.
Computed, not measured: a 2-piece molecular cluster, C5H14NO overall at a distorted geometry, with ωB97M-V/def2-TZVPD.

```
21
Properties=species:S:1:pos:R:3:forces:R:3:nbo_charge:R:1
C -0.85593 2.83449 1.21041 -1.3 0.8 -1.6 -0.628
C -0.28457 1.53001 1.50706 2.5 -3.9 -0.8 -0.373
C 0.91044 0.96706 0.49541 -1.3 -1.4 0.4 -0.444
C 0.55480 -0.43344 -0.21972 2.3 4.9 0.4 0.114
C -0.08120 -0.54552 -1.34362 -2.9 -1.6 -0.5 -0.370
N 1.49448 -1.38055 0.29694 -0.6 -5.0 -1.9 -0.717
H -1.59497 3.00785 1.95776 -0.3 0.8 0.9 0.237
H -1.51907 2.73945 0.31155 0.8 0.2 0.3 0.214
H -0.18115 3.67993 1.06772 0.0 -0.2 0.2 0.226
H -1.08023 0.76000 1.52407 0.2 0.3 -0.4 0.207
H 0.20224 1.31497 2.45711 -0.2 1.1 0.5 0.210
H 1.25838 1.71702 -0.19971 -0.4 0.2 -0.5 0.245
H 1.82226 0.72864 1.06282 -0.3 0.4 0.4 0.179
H -0.71306 -1.45111 -1.58640 1.6 0.5 -0.6 0.273
H -0.38339 0.38077 -1.77992 -0.6 0.4 -0.2 0.234
H 2.44889 -1.00612 0.15382 -0.5 -0.2 1.1 0.465
H 1.51704 -2.36069 -0.28964 -0.4 2.8 1.6 0.459
H 1.12124 -1.62035 1.21561 1.4 -0.1 0.7 0.459
H -0.88854 -3.57599 -3.04460 -0.8 0.6 0.9 0.477
H -2.20635 -4.00819 -2.44099 0.5 1.1 0.4 0.492
O -1.54132 -3.27820 -2.35567 0.3 -1.7 -1.3 -0.960
```
Forces are in eV/Å.

Calculated values
**Net charge**: +1
**E**: -8940.48257 eV
**E_HOMO**: -0.5202 Eh
**Gap between HOMO and LUMO**: 10.256 eV
**Spin multiplicity**: 1

4.
Computed, not measured: C33H24CrIN3O6 as an isolated structure at a distorted geometry, with ωB97M-V/def2-TZVPD.

```
68
Properties=species:S:1:pos:R:3:forces:R:3:nbo_charge:R:1
Cr -12.04045 -10.89967 9.04081 -0.1 -0.1 0.9 1.309
O -12.68897 -12.71429 8.67626 -0.3 0.8 -0.5 -0.725
C -12.50690 -13.75705 9.39386 0.3 -0.4 -0.4 0.406
C -13.46942 -14.79436 9.31245 -0.6 1.0 -0.7 -0.288
C -13.36144 -15.91492 10.05272 -0.1 -0.8 0.4 -0.176
C -12.27181 -16.14597 10.88454 0.5 0.6 0.4 -0.315
C -11.29874 -15.15533 10.94483 0.8 -2.0 1.4 -0.142
C -11.34817 -13.99686 10.20311 -0.3 0.4 -0.4 -0.206
C -10.27174 -13.04568 10.34182 -0.6 0.3 -0.4 0.219
N -10.27775 -11.90157 9.79359 -0.2 1.1 0.0 -0.481
C -9.25108 -10.93305 10.19064 0.0 -0.9 0.8 -0.225
C -9.87673 -9.62284 10.64902 0.6 1.3 -0.5 -0.236
N -10.81523 -9.32291 9.55457 -0.6 -0.9 0.6 -0.464
C -10.69657 -8.36709 8.74345 -0.2 0.7 -1.7 0.195
C -11.29765 -8.33611 7.35907 0.5 0.4 1.6 -0.167
C -11.42627 -7.09927 6.70471 0.9 0.9 1.5 -0.167
C -11.66595 -6.99976 5.38854 -0.6 0.4 -1.6 -0.294
C -11.89555 -8.19101 4.69479 -0.6 0.3 -1.6 -0.178
C -11.88663 -9.40968 5.29263 0.8 -1.8 0.0 -0.281
C -11.55196 -9.54823 6.67361 0.1 1.0 -0.5 0.394
O -11.43898 -10.70515 7.22523 0.0 -0.5 -0.1 -0.721
H -14.35329 -14.66417 8.66541 0.6 0.2 0.3 0.217
H -14.17343 -16.60598 9.97725 -0.3 -0.6 0.1 0.199
H -12.18708 -17.00895 11.53234 -0.1 -0.1 -0.1 0.202
H -10.44627 -15.37913 11.64983 -0.8 0.6 -0.9 0.198
H -9.44235 -13.27692 10.98691 0.3 -0.5 0.4 0.174
H -8.66532 -11.31873 11.02316 0.2 -0.2 0.1 0.190
H -8.60841 -10.83577 9.34551 0.6 0.6 -0.7 0.197
H -10.34572 -9.77231 11.63202 -0.3 0.0 -0.6 0.256
H -9.09859 -8.78356 10.76147 -0.9 -1.2 -0.3 0.186
H -10.01347 -7.55715 8.99651 0.1 0.3 -0.1 0.169
H -11.27624 -6.13224 7.21604 0.1 -0.8 0.3 0.207
H -11.68277 -6.01748 4.88081 -0.1 -0.7 0.3 0.205
H -12.14889 -8.14353 3.62221 0.3 0.0 0.5 0.199
H -11.94578 -10.36533 4.70409 -0.3 1.1 0.6 0.219
I -13.14367 -8.14239 11.78277 0.1 0.0 -0.5 0.108
C -13.55443 -7.36433 9.81961 -0.2 -3.0 0.2 -0.058
C -13.56999 -6.04032 9.82235 -0.5 2.8 -0.3 -0.306
C -14.26646 -5.30354 8.79594 0.5 -0.6 -0.1 -0.229
C -14.85021 -6.05106 7.79911 0.3 0.7 1.3 -0.179
C -14.74445 -7.46114 7.72744 0.3 -0.7 1.9 -0.076
C -15.41344 -8.17152 6.74514 -0.9 0.5 -1.0 -0.203
C -15.33241 -9.52863 6.67848 -0.2 0.6 0.0 -0.207
C -14.50838 -10.20105 7.57637 0.6 -1.5 -0.9 -0.257
C -13.73408 -9.60402 8.51995 0.0 0.2 1.6 -0.208
C -14.06464 -8.23722 8.75126 1.2 2.2 -0.1 -0.124
H -13.16171 -5.48723 10.67292 -0.2 -0.2 -0.3 0.219
H -14.33257 -4.19482 8.86232 0.0 -1.0 -0.2 0.209
H -15.51520 -5.56289 7.13161 -0.3 0.3 -0.9 0.197
H -16.06839 -7.57846 6.08987 0.4 -0.4 -0.1 0.192
H -15.83389 -10.01013 5.86801 -0.3 -0.6 -0.2 0.202
H -14.29839 -11.26194 7.42994 -0.3 0.1 -0.3 0.211
O -11.32280 -11.92309 12.46779 -1.4 0.3 0.0 -0.735
C -12.46004 -11.78771 11.94577 1.3 -1.0 1.7 0.790
O -12.71279 -11.17904 10.89230 -0.8 0.5 -0.7 -0.723
C -13.64479 -12.53672 12.61795 0.6 0.5 -0.4 -0.068
C -13.33860 -13.55585 13.49651 -0.6 -1.8 0.7 -0.146
C -14.36722 -14.44153 13.90085 0.4 0.7 0.0 -0.225
C -15.66438 -14.24935 13.47189 0.0 -1.2 1.4 -0.182
C -15.96980 -13.18888 12.69535 1.1 1.0 -1.0 -0.011
C -14.97970 -12.34470 12.26270 0.2 1.5 -2.1 -0.170
N -17.30809 -13.00861 12.21325 -1.9 0.5 0.2 0.530
O -17.59053 -12.19485 11.35302 0.9 -0.1 0.0 -0.367
O -18.17336 -13.66141 12.77746 -0.1 -0.5 0.1 -0.410
H -12.32834 -13.81549 13.83702 -0.3 0.6 -0.4 0.239
H -14.18114 -15.26230 14.58364 0.2 0.0 -0.1 0.209
H -16.46351 -14.88246 13.79682 -0.2 -0.4 0.1 0.234
H -15.26684 -11.59035 11.47601 0.6 -0.7 1.1 0.272
```
Forces are in eV/Å.

Calculated values
**Net charge**: -1
**E**: -87888.88225 eV
**E_HOMO (alpha / beta)**: -0.1819 / -0.1871 Eh
**Gap between HOMO and LUMO (alpha / beta)**: 6.963 / 7.102 eV
**Spin multiplicity**: 4